Entry 1:
Molecular formula: C10H10F3NS
Method: DFT, wB97M-V/def2-TZVPD

```
25
Properties=species:S:1:pos:R:3:lowdin_charge:R:1
C -4.0893 -0.8768 -0.0839 -0.09
C -3.8291 -0.1554 -1.2611 -0.07
C -3.1144 -1.0791 0.8400 -0.02
C -2.5637 0.3208 -1.4910 -0.12
C -1.7516 -0.6612 0.6289 -0.39
C -1.5322 0.0892 -0.5835 -0.44
C 1.2674 0.0765 -0.3226 -0.46
C 3.7691 0.5638 -0.2879 -0.09
C 2.3976 0.7727 0.3607 -0.26
C 1.3462 -1.3984 -0.5260 -0.66
N -0.7737 -0.9340 1.4287 0.17
F 1.6696 -2.0892 0.5753 0.13
F 0.2462 -1.9545 -1.0454 0.13
F 2.3281 -1.6925 -1.4225 0.11
S -0.0582 0.9784 -0.8354 1.12
H -5.0837 -1.2647 0.0917 0.11
H -4.6166 0.0367 -1.9716 0.11
H -3.3145 -1.6547 1.7319 0.11
H -2.3545 0.8987 -2.3778 0.10
H 4.4951 1.2240 0.1791 0.07
H 3.7216 0.7929 -1.3479 0.08
H 4.1062 -0.4625 -0.1669 0.07
H 2.1583 1.8378 0.3820 0.10
H 2.4462 0.4126 1.3941 0.12
H -1.0460 -1.2830 2.3381 0.07
```

Summary:
max |F| = 1.023 eV/Å
relative energy (zero: lowest compared OMol25 entry of this formula, charge and spin) = 1.836 eV

Entry 2:
Molecular formula: C10H10IrN2O5
Method: DFT, wB97M-V/def2-TZVPD

```
28
Properties=species:S:1:pos:R:3:lowdin_charge:R:1
Ir -0.3014 0.1509 -0.4329 1.63
N -1.9872 2.0322 2.6990 0.30
C -1.4945 1.1426 1.8959 -0.41
O -0.7490 1.5317 0.9120 -0.13
C -1.7178 -0.3374 2.0219 -0.09
C -1.5370 -0.9105 0.6326 -0.19
H -1.7808 3.0161 2.5630 0.17
H -2.5723 1.7721 3.4818 0.17
H -2.6905 -0.5714 2.4617 0.16
H -0.9574 -0.7600 2.6858 0.16
H -2.2752 -0.4960 -0.1401 0.13
H -1.4411 -1.9906 0.5639 0.11
O 0.2911 -1.4850 -1.3297 -0.16
C 1.3022 -1.5364 -2.1178 -0.05
C 2.4476 -0.7544 -1.9793 -0.11
C 3.5819 -1.0842 -2.7620 0.11
C 4.7169 -0.3493 -2.6031 -0.09
C 4.7813 0.7268 -1.7183 0.11
C 3.6851 1.0717 -0.9432 0.06
C 2.5166 0.3418 -1.0718 -0.24
O 1.4740 0.7876 -0.3280 -0.18
N 5.9178 -0.7041 -3.4002 -0.34
O 5.7924 -1.6225 -4.1758 0.13
O 6.8993 -0.0253 -3.2212 0.14
H 1.2350 -2.2861 -2.9065 0.17
H 3.5714 -1.9137 -3.4583 0.15
H 5.7081 1.2826 -1.6469 0.15
H 3.7227 1.9030 -0.2542 0.15
```

Summary:
max |F| = 1.122 eV/Å
relative energy (zero: lowest compared OMol25 entry of this formula, charge and spin) = 0.000 eV
spin multiplicity = 2
total charge = +2

Entry 3:
Molecular formula: C10H10N2
Method: DFT, wB97M-V/def2-TZVPD

```
22
Properties=species:S:1:pos:R:3:lowdin_charge:R:1
C -2.2760 0.9900 -0.1368 -0.23
C -2.2283 -0.1633 -1.0025 -0.02
C -1.5707 -1.2939 -0.5231 -0.08
C -0.8519 -1.1311 0.7457 -0.14
C -1.0527 0.0667 1.4295 -0.11
C 0.7237 -0.9527 -0.3971 -0.24
C 1.9437 -1.1698 0.2042 -0.09
C 2.8483 -0.1325 0.1523 -0.13
C 2.5193 1.1852 -0.1273 -0.06
C 1.1661 1.2675 -0.5568 -0.21
H -2.8410 1.8555 -0.6082 0.13
H -2.7702 -0.3617 -1.7640 0.03
H -1.1933 -2.1898 -1.2494 0.17
H -0.0565 -1.7330 1.1613 0.11
H -0.6512 0.2736 2.4546 0.13
H 0.1398 -1.7253 -0.9290 0.09
H 2.4582 -2.0245 0.8130 0.15
H 3.8789 -0.4895 0.5486 0.13
H 3.1604 2.1463 0.0020 0.13
H 0.9213 2.3770 -0.6396 0.13
N -1.8472 1.0773 0.9814 0.06
N 0.3650 0.3334 -0.7696 0.05
```

Summary:
max |F| = 9.824 eV/Å
relative energy (zero: lowest compared OMol25 entry of this formula, charge and spin) = 7.543 eV

Entry 4:
Molecular formula: C10H10N2O
Method: DFT, wB97M-V/def2-TZVPD

```
23
Properties=species:S:1:pos:R:3:lowdin_charge:R:1
C 0.4009 -1.9975 2.7916 0.01
C 0.0099 -2.9165 1.9333 -0.22
C -0.2708 -2.7307 0.6097 -0.13
C 0.1588 -1.6481 -0.0408 -0.19
N 1.1358 -0.9270 0.4415 0.11
C 1.3841 0.3071 0.1254 -0.28
O 2.5977 0.7960 0.5882 0.10
C 0.6051 1.2019 -0.6683 -0.18
C 1.1320 2.3413 -1.3025 0.04
C 0.2373 3.0174 -2.1446 -0.09
C -1.0751 2.7709 -2.2764 -0.05
C -1.4510 1.5479 -1.7080 -0.14
N -0.6861 0.8158 -0.9485 0.11
H 0.2399 -0.9236 2.8008 0.07
H 0.6444 -2.1802 3.8045 0.04
H -0.0542 -3.9585 2.2397 0.11
H -0.9672 -3.4374 0.1854 0.10
H -0.0230 -1.3850 -1.1046 0.13
H 2.8967 0.1145 1.0887 0.04
H 2.1799 2.5665 -1.2464 0.11
H 0.5628 3.9438 -2.4873 0.09
H -1.7587 3.3992 -2.8365 0.11
H -2.4727 1.1606 -1.7644 0.11
```

Summary:
max |F| = 5.276 eV/Å
relative energy (zero: lowest compared OMol25 entry of this formula, charge and spin) = 3.182 eV

Entry 5:
Molecular formula: C10H10N2O
Method: DFT, wB97M-V/def2-TZVPD

```
23
Properties=species:S:1:pos:R:3:lowdin_charge:R:1
H -1.7115 2.4215 3.1107 0.07
N -1.3402 1.4573 3.0952 0.17
C -1.5617 0.7076 2.1175 -0.53
N -2.2369 1.1996 1.0337 0.19
C -1.8567 0.4814 0.0862 -0.31
C -1.8938 0.9232 -1.3529 -0.02
C -1.1220 -0.7883 0.5299 -0.18
C 0.3548 -0.7261 0.0823 -0.16
C 0.9926 0.4959 0.0452 -0.03
C 2.2535 0.5602 -0.5174 -0.07
C 2.9469 -0.6162 -0.8369 -0.07
C 2.1984 -1.7956 -0.8054 -0.09
C 0.9046 -1.9230 -0.3508 -0.02
O -1.2864 -0.6256 1.9295 0.05
H -1.5852 2.0159 -1.4391 0.10
H -1.1775 0.2649 -2.0163 0.11
H -2.8673 0.7336 -1.8734 0.09
H -1.6965 -1.6082 0.1806 0.15
H 0.7183 1.4308 0.2395 0.08
H 2.8728 1.5017 -0.5734 0.13
H 3.9638 -0.5493 -1.2937 0.12
H 2.7261 -2.6723 -1.0478 0.09
H 0.4038 -2.8893 -0.3432 0.13
```

Summary:
max |F| = 4.429 eV/Å
relative energy (zero: lowest compared OMol25 entry of this formula, charge and spin) = 2.213 eV

Entry 6:
Molecular formula: C10H10N2O
Method: DFT, wB97M-V/def2-TZVPD

```
23
Properties=species:S:1:pos:R:3:lowdin_charge:R:1
N 1.7672 2.9583 0.1822 0.18
C 1.3759 1.8839 -0.2355 -0.19
C 1.0699 0.5742 0.0422 -0.14
C -0.3035 0.3275 -0.0431 -0.08
C -0.6948 -1.0785 0.0843 -0.19
C 0.3494 -1.9848 -0.0497 -0.10
N 1.5731 -1.7223 -0.3361 0.05
C 2.1307 -0.4076 -0.0463 -0.27
O 3.3670 -0.6800 0.2747 -0.03
C -2.1151 -1.3299 0.3550 -0.23
C -3.1620 -0.4515 -0.1680 -0.21
C -2.7138 1.0844 0.1731 -0.20
C -1.3183 1.3973 -0.1830 -0.18
H 0.2557 -3.2029 -0.4197 0.21
H 2.4095 -2.4893 -0.0929 0.25
H -1.9533 -2.4592 -0.1051 0.15
H -2.4499 -1.5021 1.4841 0.16
H -4.3237 -0.2633 0.2872 0.17
H -3.2655 -0.4653 -1.3036 0.12
H -3.3833 1.7037 -0.6747 0.17
H -2.9791 1.2252 1.2014 0.09
H -1.2992 1.5729 -1.1937 0.09
H -1.0399 2.5786 0.1226 0.20
```

Summary:
max |F| = 10.034 eV/Å
relative energy (zero: lowest compared OMol25 entry of this formula, charge and spin) = 6.405 eV